(1)
The following is a DFT calculation (the ωB97M-V functional and the def2-TZVPD basis) of a molecular structure, C41H55N11O6S3Zr.

Geometry (Å):
Zr (0.532, -0.902, -0.412)
C (-3.458, 0.141, -3.624)
C (-2.014, -0.266, -3.586)
N (-1.530, -1.365, -4.020)
O (-2.406, -2.274, -4.545)
C (-1.004, 0.647, -3.005)
C (-0.871, 2.071, -3.424)
N (-0.240, 0.140, -2.120)
O (0.764, 0.856, -1.555)
H (-4.052, -0.508, -2.974)
H (-3.867, 0.087, -4.636)
H (-3.583, 1.160, -3.265)
H (-3.319, -1.951, -4.469)
H (-1.573, 2.322, -4.216)
H (0.146, 2.259, -3.771)
H (-1.043, 2.715, -2.558)
N (-7.032, -2.649, 2.287)
C (-5.714, -2.666, 1.976)
C (-4.973, -3.858, 2.068)
C (-3.640, -3.881, 1.736)
C (-3.019, -2.708, 1.307)
C (-3.738, -1.515, 1.197)
C (-5.068, -1.493, 1.534)
S (-1.366, -2.756, 0.850)
O (-0.801, -4.032, 1.230)
O (-0.636, -1.580, 1.426)
N (-1.101, -2.392, -0.685)
C (-1.017, -3.419, -1.630)
N (-2.068, -4.191, -1.848)
C (-1.921, -5.109, -2.801)
C (-0.754, -5.237, -3.536)
C (0.282, -4.385, -3.206)
N (0.172, -3.484, -2.229)
H (-7.475, -3.458, 2.685)
H (-7.543, -1.786, 2.312)
H (-5.461, -4.764, 2.403)
H (-3.072, -4.798, 1.805)
H (-3.248, -0.610, 0.857)
H (-5.630, -0.571, 1.458)
H (-2.774, -5.752, -2.984)
H (-0.651, -5.981, -4.312)
H (1.241, -4.441, -3.708)
O (1.571, -2.868, 0.382)
H (1.741, -3.398, -0.414)
H (0.982, -3.439, 0.924)
N (3.053, 2.772, 5.555)
C (2.154, 2.809, 4.565)
O (1.194, 3.565, 4.523)
C (2.280, 1.818, 3.438)
C (2.044, 0.467, 3.645)
C (1.735, -0.320, 2.551)
N (1.694, 0.169, 1.305)
C (2.081, 1.438, 1.099)
C (2.374, 2.294, 2.137)
H (2.959, 3.421, 6.322)
H (3.864, 2.179, 5.516)
H (1.998, 0.046, 4.640)
H (1.441, -1.352, 2.679)
H (2.063, 1.787, 0.075)
H (2.586, 3.335, 1.937)
C (-2.027, 6.170, 1.976)
C (-1.861, 6.220, 0.460)
C (-1.586, 4.876, -0.211)
C (-0.311, 4.170, 0.244)
N (-0.432, 3.499, 1.535)
C (-0.882, 2.256, 1.732)
S (-1.454, 1.312, 0.415)
N (-0.819, 1.812, 2.989)
C (-1.423, 0.597, 3.519)
C (-2.443, 0.907, 4.608)
C (-1.888, 1.724, 5.775)
C (-0.666, 1.097, 6.438)
H (-2.398, 7.122, 2.354)
H (-1.082, 5.981, 2.490)
H (-2.737, 5.395, 2.275)
H (-1.060, 6.920, 0.205)
H (-2.770, 6.634, 0.019)
H (-1.504, 5.038, -1.290)
H (-2.427, 4.194, -0.061)
H (0.506, 4.890, 0.339)
H (-0.013, 3.417, -0.486)
H (-0.167, 4.021, 2.359)
H (-0.395, 2.440, 3.666)
H (-0.632, -0.048, 3.910)
H (-1.878, 0.069, 2.688)
H (-2.821, -0.049, 4.980)
H (-3.291, 1.432, 4.160)
H (-2.679, 1.843, 6.517)
H (-1.647, 2.740, 5.446)
H (-0.868, 0.070, 6.750)
H (-0.367, 1.662, 7.320)
H (0.197, 1.073, 5.764)
N (2.473, -1.218, -1.381)
S (2.897, -0.586, -2.813)
C (4.583, -0.038, -2.613)
C (5.105, 0.139, -1.342)
C (6.400, 0.624, -1.211)
C (7.145, 0.935, -2.337)
C (6.602, 0.765, -3.606)
C (5.314, 0.279, -3.752)
C (3.095, -1.921, -3.965)
C (2.196, -1.950, -5.022)
C (2.305, -2.962, -5.967)
C (3.289, -3.930, -5.833)
C (4.173, -3.899, -4.756)
C (4.086, -2.886, -3.818)
H (3.154, -1.907, -1.073)
H (4.512, -0.095, -0.468)
H (6.825, 0.757, -0.225)
H (8.154, 1.312, -2.231)
H (7.185, 1.010, -4.483)
H (4.893, 0.138, -4.740)
H (1.417, -1.201, -5.100)
H (1.620, -2.993, -6.804)
H (3.377, -4.714, -6.573)
H (4.942, -4.654, -4.664)
H (4.796, -2.831, -3.001)

Output
- electronic energy (Eh) = -3890.4068
- Kohn-Sham gap (eV) = 7.328
- relative energy (zero: lowest compared OMol25 entry of this formula, charge and spin) (kcal/mol) = 23.1
- total charge = +2

Here are the Löwdin charges for atoms 1 to 4, given in e:
1 Zr 1.719
2 C 0.000
3 C -0.287
4 N 0.057


(2)
The following is a DFT calculation (the ωB97M-V functional and the def2-TZVPD basis) of a molecular structure, C2H4N2S2 at a distorted geometry.

Geometry (Å):
C (0.740, 1.548, 0.683)
C (-1.061, -1.781, 0.316)
H (0.878, -0.339, -1.920)
H (0.834, 2.314, 1.379)
H (-1.683, -1.752, 1.263)
H (-1.301, -2.445, -0.598)
N (1.095, 1.841, -0.472)
N (-0.406, -0.786, 0.066)
S (1.289, 1.128, -2.031)
S (-0.385, 0.273, 1.313)

Output
- electronic energy (Eh) = -984.3760
- Kohn-Sham gap (eV) = 9.115
- relative energy (zero: lowest compared OMol25 entry of this formula, charge and spin) (kcal/mol) = 87.2
- total charge = 0

Here are the Löwdin charges for atoms 1 to 4, given in e:
1 C -0.553
2 C -0.222
3 H -0.085
4 H 0.034


(3)
The following is a DFT calculation (the ωB97M-V functional and the def2-TZVPD basis) of 2 unconnected molecules or ions with the total composition C2H4N2O2S at a distorted geometry.

Geometry (Å):
C (0.020, -0.478, 0.025)
C (-2.584, 0.003, 0.221)
H (3.183, 0.995, -0.287)
H (-0.237, -1.540, 0.212)
H (0.134, 1.298, 0.624)
H (-3.103, 0.969, 0.427)
N (1.124, 0.096, 0.027)
N (-1.158, 0.248, 0.394)
O (-0.785, 1.622, -0.322)
O (-2.901, -1.115, -0.318)
S (2.821, -0.333, -0.018)

Output
- electronic energy (Eh) = -736.5487
- Kohn-Sham gap (eV) = 9.493
- relative energy (zero: lowest compared OMol25 entry of this formula, charge and spin) (kcal/mol) = 160.8
- total charge = 0

Here are the Löwdin charges for atoms 1 to 4, given in e:
1 C -0.281
2 C -0.166
3 H -0.105
4 H 0.143


(4)
The following is a DFT calculation (the ωB97M-V functional and the def2-TZVPD basis) of 10 unconnected molecules or ions with the total composition C40H60O20 at a distorted geometry.

Geometry (Å):
O (-3.789, 2.448, -3.845)
C (-2.727, 2.143, -4.442)
C (-1.337, 2.786, -4.337)
C (-0.459, 1.969, -5.412)
C (-1.460, 1.116, -6.153)
O (-2.731, 1.237, -5.466)
H (-1.372, 3.852, -4.561)
H (-0.861, 2.857, -3.359)
H (0.012, 2.653, -6.119)
H (0.394, 1.435, -4.994)
H (-1.718, 1.598, -7.096)
H (-1.130, 0.078, -6.118)
O (5.562, -3.111, 2.556)
C (4.370, -2.876, 2.324)
C (3.403, -3.577, 1.350)
C (2.089, -2.857, 1.726)
C (2.405, -2.061, 3.033)
O (3.728, -1.957, 3.047)
H (3.855, -3.334, 0.388)
H (3.374, -4.626, 1.644)
H (1.820, -2.238, 0.870)
H (1.241, -3.532, 1.839)
H (1.816, -1.148, 3.129)
H (2.050, -2.749, 3.800)
O (-1.983, 2.113, 4.136)
C (-0.872, 1.659, 4.472)
C (-0.541, 0.344, 5.256)
C (0.862, 0.710, 5.614)
C (1.333, 1.483, 4.456)
O (0.251, 2.212, 3.880)
H (-1.287, 0.200, 6.038)
H (-0.615, -0.418, 4.480)
H (0.891, 1.249, 6.561)
H (1.416, -0.173, 5.933)
H (2.161, 2.156, 4.681)
H (1.519, 0.827, 3.606)
O (-1.216, -2.596, -5.323)
C (-0.868, -2.768, -4.188)
C (0.044, -1.902, -3.238)
C (-0.091, -2.581, -1.906)
C (-0.446, -4.026, -2.338)
O (-1.223, -3.814, -3.505)
H (1.058, -1.843, -3.635)
H (-0.350, -0.894, -3.111)
H (0.788, -2.671, -1.267)
H (-0.837, -2.102, -1.272)
H (0.496, -4.507, -2.601)
H (-0.952, -4.537, -1.518)
O (-3.388, -3.714, -0.363)
C (-4.148, -2.744, -0.177)
C (-5.645, -2.843, 0.136)
C (-6.087, -1.541, -0.534)
C (-4.911, -0.639, -0.257)
O (-3.809, -1.531, -0.247)
H (-6.259, -3.637, -0.289)
H (-5.952, -2.807, 1.181)
H (-6.180, -1.585, -1.619)
H (-6.967, -1.008, -0.174)
H (-4.792, 0.104, -1.046)
H (-5.015, -0.228, 0.747)
O (-0.199, -0.537, 2.184)
C (-0.426, 0.245, 1.256)
C (-1.802, 0.909, 0.883)
C (-1.381, 1.610, -0.392)
C (0.030, 1.296, -0.792)
O (0.564, 0.728, 0.373)
H (-2.584, 0.189, 0.642)
H (-2.067, 1.607, 1.677)
H (-2.008, 1.264, -1.214)
H (-1.494, 2.690, -0.297)
H (0.103, 0.582, -1.612)
H (0.599, 2.199, -1.014)
O (-2.724, 5.104, 3.798)
C (-2.282, 5.584, 2.773)
C (-1.045, 5.140, 1.977)
C (-1.329, 5.983, 0.714)
C (-2.559, 6.898, 0.953)
O (-3.073, 6.501, 2.184)
H (-0.171, 5.316, 2.605)
H (-1.047, 4.059, 1.841)
H (-0.428, 6.514, 0.406)
H (-1.492, 5.270, -0.094)
H (-2.047, 7.848, 1.102)
H (-3.248, 6.894, 0.108)
O (-3.883, -4.569, 4.658)
C (-2.869, -4.336, 4.007)
C (-2.325, -4.964, 2.673)
C (-1.339, -3.914, 2.219)
C (-0.865, -3.330, 3.595)
O (-1.999, -3.417, 4.426)
H (-1.810, -5.900, 2.886)
H (-3.120, -5.269, 1.993)
H (-0.518, -4.434, 1.725)
H (-1.757, -3.192, 1.517)
H (0.084, -3.733, 3.948)
H (-0.691, -2.264, 3.449)
O (2.714, 3.890, 1.679)
C (3.445, 2.949, 1.483)
C (3.753, 2.316, 0.097)
C (4.314, 0.978, 0.578)
C (4.889, 1.220, 1.943)
O (4.159, 2.299, 2.481)
H (2.893, 2.217, -0.565)
H (4.554, 2.952, -0.281)
H (3.498, 0.256, 0.573)
H (5.054, 0.618, -0.136)
H (4.907, 0.293, 2.517)
H (5.940, 1.455, 1.774)
O (2.357, 0.010, -2.693)
C (3.026, -0.016, -3.649)
C (4.536, -0.181, -3.613)
C (4.715, -0.576, -5.065)
C (3.597, 0.052, -5.938)
O (2.520, 0.107, -4.947)
H (4.925, 0.810, -3.378)
H (4.818, -0.888, -2.833)
H (5.689, -0.246, -5.426)
H (4.700, -1.664, -5.139)
H (3.910, 1.069, -6.174)
H (3.365, -0.551, -6.815)

Output
- SMILES = O=C1CCCO1.O=C1CCCO1.O=C1CCCO1.O=C1CCCO1.O=C1CCCO1.O=C1CCCO1.O=C1CCCO1.O=C1CCCO1.O=C1CCCO1.O=C1CCCO1
- electronic energy (Eh) = -3064.9404
- Kohn-Sham gap (eV) = 9.343
- relative energy (zero: lowest compared OMol25 entry of this formula, charge and spin) (kcal/mol) = 90.1
- total charge = 0

Here are the Löwdin charges for atoms 1 to 4, given in e:
1 O 0.045
2 C -0.413
3 C -0.036
4 C -0.126